Entry 1:
{
  "formula": "C5H40O16",
  "method": "ωB97M-V/def2-TZVPD",
  "total_energy_ha": -1418.30019,
  "largest_force_ha_per_bohr": 0.0923,
  "charge": 0,
  "elements": ["O", "C", "C", "C", "C", "C", "H", "H", "H", "H", "H", "H", "H", "H", "H", "H", "H", "H", "O", "H", "H", "O", "H", "H", "O", "H", "H", "O", "H", "H", "O", "H", "H", "O", "H", "H", "O", "H", "H", "O", "H", "H", "O", "H", "H", "O", "H", "H", "O", "H", "H", "O", "H", "H", "O", "H", "H", "O", "H", "H", "O"],
  "positions_angstrom": [[0.49, 0.81, 2.60], [0.47, -0.17, 1.58], [-0.39, 0.33, 0.42], [0.32, 1.55, -0.29], [1.77, 1.24, -0.73], [1.89, 0.02, -1.62], [1.61, -0.15, 1.51], [-1.34, 0.83, 0.70], [-0.70, -0.38, -0.35], [0.28, 2.25, 0.62], [-0.20, 2.01, -1.18], [2.39, 1.14, 0.21], [2.22, 2.07, -1.31], [1.18, 0.18, -2.51], [1.59, -0.95, -1.21], [2.97, -0.15, -1.90], [-2.27, 2.67, 2.26], [-3.82, 0.20, 1.48], [-4.13, 0.72, 2.24], [2.24, -3.38, -1.01], [1.36, -4.62, -1.30], [1.33, -3.65, -1.47], [2.93, -1.67, 2.98], [1.72, -2.23, 2.18], [2.63, -2.47, 2.44], [-4.34, 1.59, 1.96], [-2.46, -0.61, -1.25], [-2.90, -1.27, -0.58], [1.76, 2.00, 2.59], [2.77, 3.20, 2.26], [2.71, 2.32, 2.58], [-1.45, 0.71, -3.43], [-1.45, -0.71, -2.84], [-1.80, 0.15, -2.73], [4.21, -3.17, 0.23], [3.07, -2.80, 0.98], [3.30, -3.11, 0.04], [-1.49, 1.90, -5.15], [-0.49, 2.41, -4.06], [-0.73, 1.62, -4.68], [-1.42, -2.53, 1.37], [-0.51, -1.30, 2.91], [0.09, -1.46, 2.07], [-0.19, 3.64, -1.99], [-0.60, 5.09, -2.40], [-0.26, 4.24, -2.77], [-0.85, -2.69, -3.78], [0.04, -2.64, -2.44], [-0.42, -2.11, -3.12], [2.22, -0.09, 4.29], [3.61, 0.19, 3.60], [3.04, -0.47, 3.99], [-4.52, 0.45, -1.20], [-3.44, 1.02, -2.13], [-4.23, 1.25, -1.75], [-2.40, 2.48, 3.67], [-0.34, 1.30, 2.77], [-1.72, 2.69, 3.06], [-2.48, -2.08, -0.37], [-1.18, -4.11, 1.03], [-1.70, -3.32, 0.91]],
  "nbo_charge": [-0.794, 0.362, -0.475, -0.385, -0.425, -0.628, 0.197, 0.215, 0.251, 0.195, 0.189, 0.204, 0.207, 0.216, 0.212, 0.220, 0.475, 0.499, -0.962, 0.517, 0.468, -1.032, 0.504, 0.492, -0.997, 0.464, 0.509, -1.043, 0.500, 0.475, -0.999, 0.503, 0.510, -1.042, 0.478, 0.507, -0.995, 0.479, 0.504, -0.945, 0.497, 0.501, -0.769, 0.477, 0.486, -0.961, 0.483, 0.528, -0.995, 0.501, 0.508, -0.946, 0.480, 0.480, -0.969, 0.482, 0.515, -0.938, 0.504, 0.492, -0.987]
}


Entry 2:
{
  "formula": "C2H9N2",
  "method": "ωB97M-V/def2-TZVPD",
  "total_energy_ha": -190.82088,
  "largest_force_ha_per_bohr": 0.0732,
  "charge": 1,
  "elements": ["N", "H", "H", "H", "H", "C", "C", "N", "H", "H", "H", "H", "H"],
  "positions_angstrom": [[1.54, -1.14, -0.95], [1.06, -1.33, -1.87], [1.84, -1.80, -0.27], [2.29, -0.49, -1.22], [0.44, -0.19, -0.38], [-1.43, -0.36, 0.77], [-0.21, 1.71, 0.29], [-0.38, 0.47, 0.17], [-2.09, 0.42, 1.05], [-1.13, -0.98, 1.62], [-1.76, -0.97, -0.03], [-0.96, 2.48, 0.65], [0.78, 2.20, 0.18]],
  "nbo_charge": [-1.070, 0.421, 0.421, 0.402, 0.444, -0.416, 0.084, -0.424, 0.219, 0.250, 0.228, 0.219, 0.221]
}


Entry 3:
{
  "formula": "HN2O2S",
  "method": "ωB97M-V/def2-TZVPD",
  "total_energy_ha": -658.30651,
  "largest_force_ha_per_bohr": 0.0670,
  "charge": 1,
  "elements": ["N", "N", "O", "O", "S", "H"],
  "positions_angstrom": [[-2.52, -0.39, 0.03], [-3.59, -0.53, -0.19], [2.49, 0.01, -0.25], [-1.40, -0.24, 0.25], [1.63, 1.27, 0.02], [3.39, -0.12, 0.13]],
  "nbo_charge": [0.427, -0.016, -0.719, -0.407, 1.135, 0.580]
}


Entry 4:
{
  "formula": "C48H91IN2O18S5",
  "method": "ωB97M-V/def2-TZVPD",
  "total_energy_ha": -5635.78867,
  "largest_force_ha_per_bohr": 0.0511,
  "charge": 0,
  "smiles": "C=Cc1nc2c(I)c(CCCCCCCCCCCCCC)cc(COC(C)=O)c2nc1CCCCCOC.CCOS(C)(=O)=O.CCOS(C)(=O)=O.CCOS(C)(=O)=O.CCOS(C)(=O)=O.CCOS(C)(=O)=O",
  "elements": ["C", "C", "C", "N", "C", "C", "I", "C", "C", "C", "C", "C", "C", "C", "C", "C", "C", "C", "C", "C", "C", "C", "C", "C", "C", "O", "C", "C", "O", "C", "N", "C", "C", "C", "C", "C", "C", "O", "C", "H", "H", "H", "H", "H", "H", "H", "H", "H", "H", "H", "H", "H", "H", "H", "H", "H", "H", "H", "H", "H", "H", "H", "H", "H", "H", "H", "H", "H", "H", "H", "H", "H", "H", "H", "H", "H", "H", "H", "H", "H", "H", "H", "H", "H", "H", "H", "H", "H", "H", "H", "C", "C", "O", "S", "C", "O", "O", "H", "H", "H", "H", "H", "H", "H", "H", "C", "C", "O", "S", "C", "O", "O", "H", "H", "H", "H", "H", "H", "H", "H", "C", "C", "O", "S", "C", "O", "O", "H", "H", "H", "H", "H", "H", "H", "H", "C", "C", "O", "S", "C", "O", "O", "H", "H", "H", "H", "H", "H", "H", "H", "C", "C", "O", "S", "C", "O", "O", "H", "H", "H", "H", "H", "H", "H", "H"],
  "positions_angstrom": [[2.53, 0.50, 4.02], [3.59, 1.06, 3.30], [3.55, 0.87, 1.81], [2.54, 1.40, 1.15], [2.51, 1.14, -0.19], [1.43, 1.66, -0.98], [0.01, 2.85, 0.03], [1.32, 1.41, -2.33], [0.16, 1.91, -3.18], [-1.19, 1.19, -2.93], [-2.37, 2.19, -2.83], [-3.65, 1.58, -2.22], [-3.87, 1.89, -0.73], [-4.79, 3.11, -0.45], [-5.81, 2.81, 0.68], [-7.12, 2.23, 0.08], [-7.47, 0.85, 0.71], [-8.43, 0.13, -0.29], [-9.90, 0.58, 0.06], [-10.76, -0.67, 0.29], [-12.25, -0.38, 0.58], [-13.08, -1.67, 0.36], [2.35, 0.62, -2.93], [3.40, 0.13, -2.21], [4.46, -0.70, -2.93], [3.95, -1.99, -3.28], [4.39, -2.98, -2.43], [3.56, -3.22, -1.17], [5.35, -3.66, -2.69], [3.51, 0.37, -0.80], [4.59, -0.15, -0.14], [4.58, 0.11, 1.15], [5.75, -0.45, 1.95], [7.00, 0.47, 1.86], [6.89, 1.61, 2.89], [8.21, 2.32, 3.22], [7.91, 3.53, 4.12], [6.88, 3.24, 5.06], [5.88, 4.23, 5.14], [1.56, 1.01, 3.97], [2.59, -0.42, 4.60], [4.36, 1.65, 3.79], [0.48, 1.81, -4.22], [0.03, 2.99, -3.00], [-1.17, 0.50, -2.08], [-1.40, 0.61, -3.84], [-2.61, 2.44, -3.88], [-2.06, 3.14, -2.37], [-3.60, 0.50, -2.37], [-4.53, 1.94, -2.76], [-2.94, 2.03, -0.17], [-4.37, 1.02, -0.28], [-4.18, 3.95, -0.09], [-5.31, 3.47, -1.35], [-6.05, 3.73, 1.23], [-5.38, 2.11, 1.41], [-7.97, 2.88, 0.28], [-6.96, 2.08, -0.99], [-6.54, 0.28, 0.83], [-7.90, 0.97, 1.71], [-8.36, -0.96, -0.24], [-8.20, 0.45, -1.30], [-9.87, 1.24, 0.94], [-10.26, 1.16, -0.79], [-10.71, -1.25, -0.65], [-10.38, -1.30, 1.10], [-12.61, 0.46, -0.04], [-12.33, -0.07, 1.63], [-13.60, -1.61, -0.60], [-13.79, -1.85, 1.17], [-12.39, -2.52, 0.31], [2.28, 0.38, -3.99], [5.38, -0.75, -2.34], [4.67, -0.17, -3.87], [4.16, -2.86, -0.34], [3.33, -4.28, -1.07], [2.62, -2.66, -1.24], [6.03, -1.37, 1.43], [5.47, -0.67, 2.98], [7.93, -0.11, 1.95], [7.02, 0.92, 0.86], [6.16, 2.33, 2.50], [6.48, 1.17, 3.80], [8.85, 1.61, 3.77], [8.72, 2.65, 2.31], [8.80, 3.83, 4.69], [7.57, 4.37, 3.49], [5.51, 4.56, 4.16], [6.21, 5.08, 5.76], [5.02, 3.79, 5.67], [-2.89, 3.33, -8.76], [-2.03, 4.57, -8.81], [-2.20, 5.41, -7.66], [-1.52, 4.94, -6.29], [-1.75, 6.45, -5.40], [-0.12, 4.73, -6.51], [-2.33, 3.93, -5.69], [-2.57, 2.66, -7.95], [-2.82, 2.78, -9.70], [-3.93, 3.59, -8.58], [-0.97, 4.32, -8.94], [-2.32, 5.18, -9.67], [-1.16, 7.23, -5.87], [-1.41, 6.27, -4.38], [-2.81, 6.70, -5.40], [1.14, -2.76, -5.24], [1.54, -3.23, -6.62], [0.52, -2.98, -7.61], [0.33, -1.49, -8.12], [-0.73, -1.85, -9.48], [1.59, -1.01, -8.61], [-0.41, -0.74, -7.15], [1.06, -1.67, -5.21], [1.88, -3.06, -4.50], [0.17, -3.16, -4.96], [2.49, -2.79, -6.93], [1.69, -4.31, -6.61], [-0.18, -2.44, -10.21], [-1.03, -0.90, -9.91], [-1.59, -2.39, -9.11], [4.69, 4.91, 12.48], [5.90, 5.04, 11.57], [5.98, 3.98, 10.60], [4.99, 4.03, 9.36], [5.76, 2.77, 8.40], [5.14, 5.29, 8.69], [3.70, 3.58, 9.77], [3.76, 5.05, 11.92], [4.72, 5.66, 13.27], [4.65, 3.92, 12.93], [5.92, 6.01, 11.07], [6.81, 4.97, 12.17], [6.75, 3.10, 8.11], [5.15, 2.61, 7.52], [5.81, 1.86, 8.99], [4.80, -7.30, -0.74], [5.90, -6.75, 0.14], [5.63, -6.94, 1.54], [5.81, -8.40, 2.15], [5.70, -7.94, 3.85], [7.13, -8.86, 1.86], [4.66, -9.19, 1.81], [4.74, -8.38, -0.67], [4.98, -7.04, -1.79], [3.83, -6.90, -0.44], [6.87, -7.19, -0.12], [5.99, -5.68, -0.01], [6.55, -7.32, 4.10], [5.72, -8.86, 4.43], [4.76, -7.41, 4.01], [-4.03, -4.96, -0.53], [-5.22, -5.60, 0.17], [-5.46, -5.03, 1.47], [-6.13, -3.59, 1.55], [-6.48, -3.60, 3.27], [-7.36, -3.60, 0.82], [-5.13, -2.59, 1.29], [-4.23, -3.91, -0.77], [-3.81, -5.48, -1.45], [-3.15, -4.98, 0.12], [-6.12, -5.53, -0.44], [-5.02, -6.65, 0.34], [-7.22, -4.37, 3.48], [-6.88, -2.62, 3.53], [-5.56, -3.78, 3.82]],
  "lowdin_charge": [0.051, -0.087, -0.199, 0.136, -0.262, -0.533, 1.005, -0.248, -0.179, -0.193, -0.230, -0.193, -0.203, -0.209, -0.204, -0.195, -0.206, -0.185, -0.207, -0.244, -0.260, -0.114, 0.032, -0.125, -0.114, -0.038, -0.516, 0.030, 0.130, -0.157, 0.197, -0.206, -0.127, -0.174, -0.228, -0.160, -0.220, -0.222, -0.117, 0.067, 0.058, 0.087, 0.113, 0.086, 0.107, 0.110, 0.081, 0.078, 0.107, 0.102, 0.047, 0.099, 0.099, 0.102, 0.098, 0.101, 0.108, 0.096, 0.091, 0.106, 0.089, 0.096, 0.101, 0.108, 0.114, 0.117, 0.100, 0.099, 0.066, 0.062, 0.062, 0.127, 0.124, 0.133, 0.078, 0.078, 0.086, 0.108, 0.107, 0.111, 0.113, 0.119, 0.098, 0.115, 0.118, 0.121, 0.117, 0.092, 0.094, 0.074, -0.072, -0.251, -0.262, 0.570, -0.117, -0.271, -0.277, 0.069, 0.079, 0.085, 0.116, 0.121, 0.075, 0.077, 0.076, -0.065, -0.243, -0.263, 0.566, -0.122, -0.273, -0.281, 0.061, 0.067, 0.088, 0.118, 0.122, 0.075, 0.074, 0.075, -0.075, -0.254, -0.264, 0.571, -0.120, -0.279, -0.274, 0.070, 0.081, 0.085, 0.115, 0.121, 0.078, 0.061, 0.078, -0.074, -0.246, -0.266, 0.569, -0.124, -0.274, -0.276, 0.070, 0.083, 0.078, 0.117, 0.116, 0.074, 0.076, 0.074, -0.074, -0.252, -0.263, 0.562, -0.120, -0.278, -0.276, 0.070, 0.081, 0.085, 0.115, 0.121, 0.075, 0.076, 0.075]
}